Molecular formula: C35H84BF4N5O7
Method: DFT, ωB97M-V/def2-TZVPD

For the orbital gap, the calculation gives 0.0475 hartree. The value obtained for the HOMO energy is -7.04 eV. The calculation puts the energy above the lowest of the compared OMol25 structures with the same formula, charge and spin at 477.3 kJ/mol. The calculated total energy is -2607.90527 Ha.

```
! RIJCOSX wB97M-V def2-TZVPD def2/J DEFGRID3
* xyz 2 1
C 4.138 -5.756 5.037
C 3.361 -4.388 5.271
C 3.077 -3.796 3.902
N 2.373 -2.415 3.943
C 3.321 -1.258 4.302
C 1.681 -2.047 2.628
C 0.412 -1.340 2.993
C -0.013 -1.786 4.357
C 1.160 -2.634 4.903
H 3.899 -6.050 4.015
H 3.799 -6.546 5.708
H 5.220 -5.689 5.146
H 4.009 -3.767 5.889
H 2.465 -4.639 5.839
H 2.374 -4.402 3.331
H 3.977 -3.664 3.302
H 4.003 -1.546 5.102
H 2.712 -0.414 4.623
H 3.932 -1.070 3.419
H 2.438 -1.559 2.014
H 1.324 -2.994 2.226
H 0.523 -0.256 2.959
H -0.246 -1.516 2.142
H -0.126 -0.956 5.055
H -0.971 -2.287 4.496
H 1.566 -2.365 5.878
H 0.912 -3.692 4.823
C -6.656 2.237 3.273
C -5.544 3.207 3.019
C -4.679 2.843 1.742
N -3.559 3.955 1.543
C -4.232 5.323 1.081
C -2.651 3.496 0.427
C -1.409 4.230 0.678
C -1.195 4.374 2.150
C -2.592 4.066 2.733
H -6.994 1.722 2.374
H -7.427 2.831 3.763
H -6.364 1.418 3.930
H -5.043 3.088 3.980
H -5.886 4.240 2.952
H -5.201 2.723 0.793
H -4.137 1.905 1.868
H -4.812 5.741 1.904
H -4.799 5.191 0.159
H -3.464 6.094 1.025
H -3.033 3.796 -0.549
H -2.355 2.447 0.412
H -1.243 5.167 0.146
H -0.699 3.531 0.236
H -1.036 5.398 2.491
H -0.460 3.718 2.616
H -2.989 4.915 3.290
H -2.631 3.188 3.378
C -1.852 -1.311 -0.712
N -2.816 -2.461 -0.556
C -3.404 -2.892 -1.914
C -1.947 -3.636 0.037
C -4.040 -1.980 0.306
C -3.601 -1.043 1.495
O -2.985 -1.826 2.519
H -2.254 -0.397 -1.148
H -1.175 -1.680 -1.483
H -1.248 -1.183 0.187
H -2.501 -3.124 -2.478
H -3.951 -2.050 -2.339
H -4.124 -3.698 -1.775
H -1.886 -3.304 1.074
H -0.975 -3.753 -0.442
H -2.464 -4.584 -0.111
H -4.426 -2.977 0.515
H -4.824 -1.461 -0.245
H -4.532 -0.548 1.772
H -2.860 -0.310 1.178
H -2.903 -1.310 3.325
C -1.471 3.128 -4.889
N -0.887 1.736 -4.608
C 0.433 1.669 -3.948
C -1.819 1.004 -3.575
C -0.900 0.887 -5.928
C -0.277 1.555 -7.248
O 1.113 1.920 -7.154
H -2.544 3.205 -5.064
H -0.992 3.646 -5.719
H -1.260 3.612 -3.935
H 0.344 2.145 -2.971
H 1.159 2.178 -4.582
H 0.745 0.631 -3.834
H -1.438 -0.005 -3.412
H -2.850 0.783 -3.852
H -1.823 1.567 -2.641
H -1.962 0.672 -6.050
H -0.551 -0.120 -5.697
H -0.857 2.451 -7.468
H -0.419 0.767 -7.988
H 1.559 1.172 -6.750
C 1.732 -5.014 -1.968
N 2.466 -3.729 -2.181
C 1.588 -2.766 -2.991
C 2.800 -3.041 -0.802
C 3.776 -3.856 -3.061
C 4.799 -4.969 -2.651
O 4.413 -6.215 -3.052
H 2.518 -5.604 -1.497
H 1.436 -5.516 -2.889
H 0.916 -4.998 -1.246
H 0.612 -2.728 -2.508
H 1.382 -3.346 -3.890
H 2.085 -1.805 -3.119
H 1.816 -3.130 -0.341
H 3.174 -2.027 -0.945
H 3.451 -3.729 -0.263
H 4.246 -2.878 -2.957
H 3.570 -4.123 -4.098
H 5.028 -4.932 -1.586
H 5.729 -4.648 -3.120
H 5.150 -6.801 -2.865
B 1.227 0.751 -0.345
F 0.122 1.111 0.383
F 2.161 0.229 0.478
F 0.922 -0.254 -1.302
F 1.812 1.886 -0.918
C 3.685 4.573 -2.696
C 5.127 5.144 -2.741
O 5.771 5.233 -1.669
O 5.664 5.722 -3.769
H 3.388 4.043 -3.601
H 2.923 5.313 -2.450
H 3.701 3.795 -1.933
C 2.159 5.142 1.176
C 2.427 5.576 2.559
O 1.669 6.418 3.054
O 3.484 5.142 3.115
H 2.418 4.101 0.982
H 2.731 5.575 0.356
H 1.168 5.267 0.740
*
```